Entry 1:
Entry from OMol25: a cluster of 11 separate species, C30H86N4O11 in total at a distorted geometry (ωB97M-V/def2-TZVPD).

Cartesian coordinates (Å):
O 6.08555 -20.61432 -9.24959
O 8.45502 -22.73431 -0.31760
O 13.03928 -22.38269 -7.48683
O 11.82932 -19.91188 -3.84875
O 8.67146 -23.31796 -6.06475
O 18.24578 -20.94257 -4.81189
O 11.62049 -21.91810 -9.95836
O 9.10744 -17.62815 -0.46547
O 10.86972 -19.36937 -9.08549
O 6.40431 -15.00721 -9.20333
O 12.86978 -14.81741 -3.70946
N 10.93735 -20.02088 -0.39931
N 10.73308 -13.28703 -6.29471
N 8.31917 -17.04160 -6.76311
N 10.20209 -21.26729 -6.84670
C 12.58801 -14.38438 -5.00607
C 16.78978 -19.24732 -3.78458
C 7.26711 -22.97617 -1.03223
C 17.19115 -20.02443 -5.03951
C 11.18690 -13.64753 -4.92835
C 8.76953 -17.53135 -1.82924
C 10.18302 -14.58692 -4.27969
C 14.27445 -21.63916 -7.45272
C 7.63439 -16.57614 -2.05845
C 5.54891 -15.96649 -9.82455
C 14.12658 -15.34589 -3.60104
C 12.50904 -18.70131 -4.16286
C 9.33345 -19.67797 -5.20898
C 9.71579 -23.29973 -9.38230
C 7.20956 -16.26031 -7.32824
C 10.39936 -21.35040 0.00879
C 11.79460 -17.20477 -8.57228
C 7.96420 -23.14291 -4.90737
C 11.57059 -20.69014 -4.99991
C 10.55108 -20.10732 -5.95623
C 10.55810 -21.51931 1.48304
C 7.54628 -15.56189 -8.60320
C 11.51902 -18.24299 -9.65707
C 7.03527 -24.33120 -4.67573
C 8.94118 -21.40050 -0.45172
C 6.67568 -15.33768 -6.24095
C 10.71869 -22.89924 -10.46297
C 6.63269 -20.98531 -8.00468
C 14.01124 -20.27830 -7.95679
C 5.87737 -20.31635 -6.92096
H 8.50757 -19.55258 -5.89867
H 7.40904 -22.22432 -4.85103
H 13.79234 -20.28388 -9.03390
H 16.45560 -19.86931 -2.98571
H 8.59089 -23.00311 -4.02415
H 9.49833 -18.77249 -4.59312
H 14.22229 -15.89447 -2.66040
H 7.48257 -14.67240 -5.92903
H 6.40397 -16.92885 -7.63619
H 13.19647 -23.32183 -7.27693
H 14.91328 -14.59484 -3.60706
H 17.56834 -19.38824 -5.82242
H 14.83968 -19.60931 -7.67666
H 17.98357 -21.57240 -4.13628
H 4.99737 -16.56051 -9.09434
H 10.91529 -17.76727 -10.42815
H 10.90163 -22.22261 -0.45127
H 7.99921 -17.41964 -5.85985
H 7.37348 -16.37864 -3.11217
H 9.24431 -22.55861 -6.26068
H 8.46466 -18.53977 -2.16726
H 6.64972 -22.06909 -7.97654
H 10.15194 -22.49501 -11.30133
H 12.51945 -15.23311 -5.69163
H 10.91694 -19.33564 -6.59161
H 11.34229 -12.74335 -4.31407
H 11.31503 -23.73861 -10.87442
H 13.24829 -13.58792 -5.31568
H 12.50255 -20.95046 -5.49690
H 6.11695 -16.66912 -10.46134
H 9.17099 -14.20979 -4.33214
H 9.98077 -22.35492 1.89504
H 9.60230 -18.43153 -0.25180
H 17.60573 -18.73615 -3.30762
H 11.78924 -19.93452 0.16539
H 7.69039 -20.64993 -7.92816
H 6.72232 -16.98753 -1.64836
H 14.26086 -16.14381 -4.34466
H 14.63787 -21.63713 -6.41430
H 11.97547 -22.18534 -9.09608
H 15.94253 -18.60190 -3.99075
H 6.44936 -21.25252 -9.89513
H 13.10518 -19.91544 -7.46531
H 5.88837 -19.25882 -7.14756
H 13.46071 -18.80356 -4.67667
H 6.26742 -15.93441 -5.41444
H 8.96269 -21.07593 -1.50385
H 11.92272 -18.06820 -4.82728
H 6.15724 -24.15428 -4.07128
H 11.02460 -21.66695 -7.26152
H 15.03523 -22.14497 -8.03299
H 10.21106 -12.40289 -6.26862
H 7.01496 -24.04155 -1.00068
H 6.44392 -22.43668 -0.49560
H 7.24807 -22.57684 -2.04474
H 11.58942 -21.66171 1.76570
H 8.65575 -17.82663 -7.27891
H 12.71386 -18.15553 -3.22596
H 8.27893 -14.75561 -8.41090
H 10.14229 -20.68139 2.04878
H 4.84124 -15.46594 -10.47347
H 12.06655 -16.22495 -9.02188
H 10.38256 -14.79475 -3.25351
H 9.10582 -24.11359 -9.76087
H 10.16668 -23.65048 -8.44312
H 4.87848 -20.75917 -6.95214
H 9.07661 -20.40210 -4.42032
H 12.68409 -17.44172 -7.92928
H 10.07901 -13.99545 -6.53491
H 10.24021 -15.52262 -4.85190
H 7.63665 -25.15060 -4.26973
H 11.14021 -20.19129 -9.49712
H 10.91279 -17.02388 -7.98592
H 11.22915 -20.08005 -1.37225
H 6.69982 -24.54881 -5.70594
H 9.69047 -20.95640 -7.65998
H 8.31768 -20.74498 0.15697
H 16.33382 -20.47986 -5.52082
H 7.71998 -15.62379 -1.54958
H 11.17831 -21.66631 -4.71288
H 9.65243 -17.28069 -2.40896
H 6.31855 -20.50178 -5.93022
H 12.48458 -18.57785 -10.04814
H 7.93750 -16.25186 -9.35633
H 5.87546 -14.71689 -6.63413
H 8.99567 -22.50396 -9.11110

Output
* molar mass: 679.04 g/mol
* SMILES: COC[C@H](C)N.COC[C@H](C)N.COC[C@H](C)N.COC[C@H](C)N.CCO.CCO.CCO.CCO.CCO.CCO.CCO
* largest force on an atom: 2.7 eV Å⁻¹
* LUMO energy: 0.005 hartree
* highest occupied orbital energy: -9.208 eV
* energy above the lowest of the compared OMol25 structures with the same formula, charge and spin: 189.01 kJ/mol
* HOMO-LUMO gap: 9.34 eV
* DFT total energy: -2241.11148 a.u.



Entry 2:
Entry from OMol25: a structure of composition C30H86N4O18 at a distorted geometry (ωB97M-V/def2-TZVPD).

Cartesian coordinates (Å):
O 3.85019 0.24136 2.14451
O 1.33629 4.78791 -2.93613
O 1.45540 -3.82999 0.07572
O -1.74156 -2.53376 3.52191
O -5.60049 0.52576 0.55832
O 0.00791 0.64208 -1.09258
O 3.92225 -0.26883 -1.52000
O 1.29576 2.71762 4.40579
O 2.66085 2.24530 -3.96382
O -0.58918 -2.45689 -1.92409
O -0.02663 4.94719 3.07352
O 1.46913 3.58157 0.79697
O 1.47315 -1.38910 1.83827
O 0.93905 1.20802 3.27254
O -3.05541 -1.14769 0.37261
O -2.31180 0.40193 -3.24846
O -1.89957 0.61926 3.33280
O -0.61547 5.40197 0.46435
N 2.79849 -2.75462 1.03189
N -1.87354 -3.21281 -4.26984
N -3.93091 -0.33795 -1.25573
N -0.05036 -0.38677 2.57620
C 1.28002 2.52410 -3.80357
C -0.13797 2.78144 4.04915
C -2.29875 -0.28573 4.36927
C 0.77523 -3.61795 1.32119
C -0.57558 -3.77315 -3.89650
C 1.16514 3.39423 -2.55407
C 0.41760 -2.14050 1.37865
C -3.06817 -1.40335 -1.75817
C -0.77730 4.00546 0.35898
C -4.92879 -0.06790 1.66075
C 0.52967 0.21495 0.11398
C -0.14596 -1.57819 -0.85716
C -0.35885 3.60723 2.81545
C -0.53102 0.15746 1.30136
C 1.93636 1.75165 2.44809
C 0.19459 -2.58138 -3.10765
C 0.52675 3.43267 -0.20799
C -3.42548 -0.08547 1.28971
C -1.23088 1.41378 1.53178
C -3.79323 -2.73573 -1.77078
C 0.15975 -4.23495 -5.12812
C -1.08214 0.90681 -2.83478
C 4.93261 -2.85405 -0.00021
C 3.23395 0.43939 -2.56075
C -1.34895 -1.50873 4.38133
C 2.68174 0.68781 1.52203
C -2.51926 -0.99738 -3.20132
C 3.11681 -1.21693 -0.85257
C 3.79791 -1.88660 0.35082
C 1.04015 0.85207 -2.05029
H 5.40504 -3.20421 0.91756
H -2.88252 -0.10193 2.23471
H 1.97136 -0.13318 1.42488
H 2.66519 2.35471 2.98959
H 0.90405 -0.79295 -0.06510
H 1.62809 1.69964 -1.69808
H 0.22877 3.20798 1.98878
H -0.99303 1.96799 -3.06728
H -1.40345 3.53509 2.51261
H 2.71049 1.32272 -2.19492
H -5.93844 -0.08365 -0.10200
H -3.06508 0.79490 0.75757
H -0.03090 -4.35132 1.34230
H 2.31015 -0.66006 -0.37581
H -0.64388 3.14683 4.94281
H -0.51237 2.22858 1.44260
H 1.08790 -0.52080 1.97697
H -1.17892 -0.62954 0.91541
H -0.51901 1.76239 3.98246
H 4.63378 -3.67530 -0.65163
H -0.31288 0.31649 -3.33265
H -5.15227 -1.11625 1.85852
H 0.65556 -2.09351 -0.32789
H 0.80283 1.83972 3.98247
H 0.16898 -3.36089 -5.77930
H -0.02458 -1.72997 0.47089
H 4.16125 -1.13748 1.05429
H -1.14778 -3.27972 3.63402
H 2.35476 3.55440 0.42748
H -2.18081 0.30837 5.27550
H -0.92350 -1.26882 -0.15871
H -2.10014 -2.77041 -3.39062
H -1.63463 -1.53717 -3.53922
H -2.71567 -1.85696 0.92316
H 0.82620 3.99132 -1.09475
H -0.39991 -1.99612 2.08501
H 0.10860 3.31907 -2.29681
H -4.63330 -2.62908 -2.45708
H -1.61312 -2.48947 -4.92485
H -0.62047 -4.62008 -3.21180
H -1.28008 -1.83881 5.41786
H 0.80845 1.55459 -3.64309
H 0.36524 0.36487 3.10761
H -5.06172 0.51974 2.56911
H -0.39137 -4.96265 -5.72380
H 2.07245 -2.23140 1.50008
H 2.31184 -3.39689 0.09874
H -3.17040 -3.58952 -2.03766
H 1.32258 0.88920 0.43766
H 1.52731 -3.91769 2.05100
H 0.08042 5.61715 1.08968
H 2.57104 -0.19217 -3.15216
H -3.54445 0.49634 -1.67372
H 2.87527 1.10202 0.53255
H -2.51891 1.35273 3.32610
H 1.19012 -4.52211 -4.91842
H -0.33668 -1.18294 4.14200
H -2.20752 -1.39518 -1.08937
H -0.88562 -0.51687 3.12896
H -1.68103 1.49453 2.52119
H 0.26323 -0.73312 -1.41079
H -3.70098 -0.23852 -0.27729
H 3.62216 -0.40267 2.81892
H -1.55415 3.67359 -0.32984
H 0.86900 2.90526 -4.73839
H 0.49146 2.36111 -0.40447
H 0.92605 5.00514 3.17666
H -0.94898 0.67019 -1.77914
H 1.22794 -2.88750 -2.94466
H 5.71815 -2.41135 -0.61262
H -3.37059 -1.26411 -3.82757
H 1.57035 5.36969 -2.20926
H -0.99007 3.69529 1.38202
H 3.16612 3.06147 -3.95114
H 0.32396 -1.71470 -3.75590
H 1.57938 -0.09248 -2.12216
H -4.16293 -2.97903 -0.77468
H 3.25659 -3.29525 1.75158
H -1.87101 1.58475 0.66627
H 0.53250 1.15262 -2.96682
H 1.42007 2.38597 1.72755
H 1.81803 3.18008 -1.70792
H 2.68880 -1.97164 -1.51234
H -3.31899 -0.66619 4.31963
H 1.39320 3.48291 4.97715
H 3.92796 0.96901 -3.21339

Output
* molar mass: 791.03 g/mol
* largest force on an atom: 11.0 eV Å⁻¹
* LUMO energy: -0.017 hartree
* highest occupied orbital energy: -6.727 eV
* energy above the lowest of the compared OMol25 structures with the same formula, charge and spin: 6261.16 kJ/mol
* HOMO-LUMO gap: 6.26 eV
* DFT total energy: -2765.43432 a.u.